(1)
Formula: C29H27N4O5PbSSi
Source: OMol25
Level of theory: the ωB97M-V functional and the def2-TZVPD basis

```
68
Properties=species:S:1:pos:R:3:lowdin_charge:R:1
Pb -0.386 0.008 -0.331 1.58
O -3.879 -2.794 -0.915 0.08
C -2.978 -2.082 -0.519 -0.61
O -1.997 -1.596 -1.200 -0.27
C -2.961 -1.682 0.958 -0.19
C -3.897 -2.155 1.858 0.02
C -3.806 -1.747 3.184 -0.01
C -2.800 -0.866 3.562 0.02
C -1.922 -0.422 2.589 -0.17
N -1.998 -0.839 1.330 0.03
C -0.803 0.609 2.900 -0.62
O -0.541 0.786 4.079 0.06
O -0.293 1.147 1.863 -0.19
H -4.667 -2.828 1.511 0.13
H -4.517 -2.110 3.915 0.12
H -2.691 -0.511 4.576 0.12
C 2.852 -3.511 -0.323 -0.14
Si 1.701 -2.800 0.993 0.50
C 2.102 -3.057 2.817 -0.14
C 0.014 -3.536 0.700 -0.15
N 1.672 -1.015 0.656 0.04
C 2.711 -0.271 0.846 -0.24
C 3.974 -0.803 1.329 0.01
C 5.075 -0.037 1.456 0.00
C 5.030 1.354 1.137 0.06
C 3.885 1.938 0.667 0.05
C 2.726 1.177 0.512 -0.14
O 1.622 1.690 0.083 -0.06
C 1.530 3.009 -0.413 -0.25
C 0.716 3.881 0.287 0.02
C 0.529 5.157 -0.217 -0.04
C 1.121 5.525 -1.418 -0.05
C 1.909 4.621 -2.119 -0.05
C 2.130 3.350 -1.614 0.00
H 2.827 -4.600 -0.266 0.05
H 3.892 -3.190 -0.245 0.03
H 2.480 -3.219 -1.308 0.04
H 1.773 -4.057 3.103 0.05
H 1.537 -2.338 3.416 0.05
H 3.154 -2.964 3.085 0.03
H 0.111 -4.624 0.726 0.06
H -0.406 -3.268 -0.270 0.03
H -0.693 -3.251 1.478 0.04
H 4.031 -1.855 1.564 0.08
H 5.997 -0.478 1.807 0.13
H 5.918 1.958 1.269 0.14
H 3.854 2.993 0.433 0.14
H 0.257 3.541 1.209 0.13
H -0.087 5.859 0.328 0.12
H 0.965 6.518 -1.819 0.12
H 2.350 4.905 -3.064 0.12
H 2.741 2.629 -2.147 0.12
N -1.193 -1.089 -3.869 0.13
C 0.037 -0.591 -3.905 -0.67
N 0.895 -0.567 -2.911 0.01
C 2.125 -0.094 -3.330 -0.33
C 3.309 -0.094 -2.592 -0.05
C 4.471 0.414 -3.149 -0.09
C 4.485 0.913 -4.448 -0.09
C 3.336 0.872 -5.222 -0.08
C 2.175 0.365 -4.661 -0.48
S 0.635 0.116 -5.421 1.10
H -1.603 -1.432 -2.987 0.07
H -1.776 -1.048 -4.685 0.11
H 3.322 -0.538 -1.608 0.08
H 5.391 0.407 -2.576 0.10
H 5.402 1.305 -4.867 0.11
H 3.353 1.212 -6.249 0.11
```

Strongest force on any atom   1.9 eV Å⁻¹
Charge   +1
Highest occupied orbital energy   -0.39578 Eh
Calculated total energy   -70665.9112 eV

(2)
Formula: C29H27NO8
Source: OMol25
Level of theory: the ωB97M-V functional and the def2-TZVPD basis

```
65
Properties=species:S:1:pos:R:3:lowdin_charge:R:1
O -0.686 -0.299 -1.750 0.11
C -0.352 0.634 -2.432 -0.55
O 0.929 0.970 -2.610 0.12
C -1.290 1.577 -3.139 -0.07
C -1.287 2.920 -2.381 -0.11
C -1.459 2.683 -0.906 -0.15
C -0.363 2.658 -0.067 0.02
C -0.498 2.386 1.293 -0.15
C 0.696 2.345 2.171 -0.28
O 0.730 2.981 3.224 0.08
C 1.825 1.541 1.707 -0.08
C 1.683 0.558 0.723 -0.02
C 2.755 -0.176 0.272 -0.02
C 4.033 0.065 0.793 -0.25
O 5.161 -0.566 0.410 -0.01
C 5.120 -1.583 -0.581 -0.31
C 4.482 -2.887 -0.052 -0.13
C 5.575 -3.957 -0.139 -0.19
C 6.873 -3.161 -0.048 -0.19
C 6.577 -1.938 -0.910 -0.12
C 4.188 1.017 1.795 0.08
C 3.104 1.735 2.284 -0.25
O 3.308 2.602 3.277 0.09
C -1.768 2.184 1.815 0.01
C -2.874 2.173 0.986 0.02
C -2.729 2.397 -0.379 -0.21
O -3.746 2.363 -1.284 -0.04
C -5.038 2.013 -0.851 -0.14
C -5.174 0.600 -0.328 -0.19
C -4.199 -0.365 -0.617 -0.01
C -4.306 -1.660 -0.166 0.02
C -5.430 -1.993 0.582 -0.08
C -5.959 -3.161 1.231 -0.35
O -5.395 -4.365 1.256 0.12
N -7.094 -2.897 1.810 0.12
O -7.398 -1.573 1.598 0.02
C -6.410 -1.024 0.865 -0.20
C -6.296 0.284 0.421 0.06
H 1.510 0.407 -2.072 0.11
H -0.954 1.731 -4.164 0.13
H -2.291 1.150 -3.136 0.12
H -2.103 3.536 -2.759 0.12
H -0.339 3.429 -2.559 0.12
H 0.617 2.866 -0.472 0.14
H 0.697 0.343 0.339 0.11
H 2.596 -0.956 -0.457 0.10
H 4.600 -1.197 -1.468 0.15
H 4.188 -2.731 0.987 0.13
H 3.595 -3.171 -0.616 0.11
H 5.480 -4.703 0.648 0.11
H 5.523 -4.467 -1.103 0.11
H 7.737 -3.722 -0.399 0.11
H 7.049 -2.852 0.983 0.12
H 7.230 -1.096 -0.692 0.12
H 6.664 -2.191 -1.967 0.12
H 5.164 1.185 2.220 0.13
H 2.429 2.966 3.545 0.09
H -1.883 2.001 2.872 0.13
H -3.843 1.968 1.411 0.12
H -5.402 2.728 -0.099 0.14
H -5.660 2.124 -1.747 0.14
H -3.332 -0.086 -1.195 0.10
H -3.548 -2.394 -0.384 0.12
H -5.962 -4.964 1.761 0.13
H -7.052 1.016 0.651 0.13
```

Strongest force on any atom   1.2 eV Å⁻¹
Relative energy (zero: lowest compared OMol25 entry of this formula, charge and spin)   0.00 kcal per mole
Highest occupied orbital energy   -0.31954 Eh
Calculated total energy   -48381.3992 eV

(3)
Formula: C29H28Br2LuN2O10P3S
Source: OMol25
Level of theory: the ωB97M-V functional and the def2-TZVPD basis

```
76
Properties=species:S:1:pos:R:3:lowdin_charge:R:1
Lu -0.756 -0.271 2.228 1.66
O -1.979 3.255 1.115 0.14
C -2.026 2.085 0.601 -0.64
O -2.217 1.031 1.182 -0.08
C -1.891 2.112 -0.882 -0.21
P -0.320 1.229 -1.262 1.12
C -0.628 0.259 -2.839 -0.33
C -1.726 -0.608 -3.016 -0.08
C -1.760 -1.398 -4.171 -0.11
C -0.717 -1.463 -5.036 -0.10
C 0.374 -0.626 -4.851 -0.07
C 0.407 0.228 -3.768 -0.10
C 0.804 2.616 -1.592 -0.38
C 1.991 2.621 -0.798 -0.10
C 3.007 3.505 -1.138 -0.09
C 2.941 4.221 -2.329 -0.09
C 1.801 4.207 -3.164 -0.08
C 0.717 3.434 -2.738 -0.11
H -1.812 3.118 -1.269 0.09
H -2.752 1.524 -1.265 0.11
H -2.467 -0.596 -2.225 0.09
H -2.528 -2.120 -4.288 0.09
H -0.914 -2.175 -5.905 0.13
H 1.095 -0.658 -5.570 0.08
H 1.324 0.743 -3.554 0.10
H 2.020 1.810 -0.012 0.06
H 3.942 3.398 -0.488 0.13
H 3.823 4.748 -2.689 0.10
H 1.744 4.775 -4.149 0.13
H -0.154 3.325 -3.355 0.10
C -1.558 -4.817 -1.970 -0.01
C -0.321 -3.977 -1.958 -0.34
C 0.608 -4.302 -2.959 -0.03
C 1.823 -3.720 -2.980 -0.03
C 2.144 -2.754 -2.007 -0.19
C 3.407 -2.191 -1.797 -0.64
Br 4.659 -2.192 -3.180 0.79
C 3.645 -1.433 -0.633 -0.15
C 2.597 -1.153 0.228 -0.55
Br 2.995 -0.142 1.801 0.84
C 1.281 -1.591 0.031 -0.40
O 0.312 -1.265 0.846 -0.32
C 1.108 -2.489 -1.030 -0.13
N -0.118 -3.080 -1.052 0.17
H -1.857 -4.746 -3.081 0.12
H -2.323 -4.474 -1.250 0.05
H -1.403 -5.758 -1.607 0.05
H 0.422 -5.058 -3.687 0.11
H 2.590 -3.970 -3.686 0.08
H 4.604 -1.131 -0.407 0.07
C 0.053 2.897 6.129 -0.05
C 0.412 1.964 4.991 -0.65
O 1.727 1.535 5.164 -0.06
P 0.194 2.712 3.419 0.36
O -1.064 3.525 3.368 -0.22
O 1.482 3.577 3.202 -0.08
O 0.310 1.547 2.422 -0.48
P -0.476 0.379 4.918 0.35
O -0.591 -0.111 6.429 -0.08
O 0.423 -0.559 4.125 -0.42
O -1.846 0.510 4.239 -0.36
H 0.765 3.820 6.182 0.13
H 0.205 2.326 7.074 0.09
H -0.948 3.283 5.957 0.08
H 1.908 0.698 4.681 0.08
H -1.607 3.235 2.099 0.04
H 2.286 3.046 3.311 0.09
H -0.055 -0.899 6.504 0.08
S -4.177 -2.829 0.374 1.03
C -4.735 -2.435 1.927 -0.39
C -3.728 -1.816 2.610 -0.22
N -2.544 -1.851 1.939 -0.15
C -2.594 -2.285 0.726 -0.46
H -5.781 -2.624 2.277 0.09
H -3.780 -1.209 3.518 0.12
H -1.800 -2.519 0.022 0.04
```

Strongest force on any atom   4.0 eV Å⁻¹
Relative energy (zero: lowest compared OMol25 entry of this formula, charge and spin)   12.08 kcal per mole
Highest occupied orbital energy   -0.28808 Eh
Calculated total energy   -266401.1350 eV

(4)
Formula: C29H28ClN5O11S2Tc
Source: OMol25
Level of theory: the ωB97M-V functional and the def2-TZVPD basis

```
77
Properties=species:S:1:pos:R:3:mulliken_spin:R:1
Tc -0.684 1.914 0.159 0.79
C -0.447 -4.333 5.786 0.00
C -0.635 -2.963 5.198 0.00
C -1.229 -2.806 3.944 0.00
C -1.394 -1.555 3.384 0.00
C -0.953 -0.438 4.082 0.00
C -0.362 -0.564 5.327 0.00
C -0.210 -1.830 5.878 0.00
S -1.168 1.159 3.364 0.01
O -0.539 2.107 4.235 0.00
O -2.527 1.301 2.949 0.00
N -0.305 0.989 1.953 -0.03
C 1.054 1.302 1.954 0.06
C 2.029 1.179 2.939 -0.02
C 3.294 1.624 2.612 0.02
C 3.563 2.189 1.363 -0.01
C 2.539 2.290 0.448 0.03
N 1.330 1.813 0.748 -0.02
H -1.293 -4.980 5.554 0.00
H -0.338 -4.288 6.868 0.00
H 0.450 -4.809 5.383 0.00
H -1.579 -3.680 3.408 0.00
H -1.857 -1.443 2.416 0.00
H -0.039 0.320 5.857 0.00
H 0.239 -1.934 6.858 0.00
H 1.787 0.784 3.913 0.00
H 4.083 1.558 3.349 0.00
H 4.541 2.574 1.121 0.00
H 2.648 2.760 -0.518 0.00
O -4.948 1.470 -4.046 0.00
C -3.802 1.497 -4.709 0.00
O -3.757 1.487 -5.911 0.00
C -2.543 1.542 -3.904 0.00
C -1.263 1.554 -4.435 0.00
Cl -0.762 1.468 -6.052 0.00
N -0.373 1.538 -3.411 0.01
N -1.023 1.489 -2.241 -0.01
C -2.308 1.534 -2.513 -0.01
C -3.221 1.568 -1.334 0.02
O -4.431 1.472 -1.459 0.02
O -2.615 1.695 -0.198 0.06
C 1.053 1.593 -3.410 0.00
C 1.727 0.853 -2.454 0.00
C 3.112 0.894 -2.417 0.00
C 3.815 1.677 -3.321 0.00
C 3.120 2.433 -4.255 0.00
C 1.735 2.403 -4.303 0.00
H -4.825 1.408 -3.060 0.00
H 1.172 0.259 -1.743 0.01
H 3.639 0.314 -1.669 0.00
H 4.895 1.709 -3.290 0.00
H 3.654 3.069 -4.948 0.00
H 1.206 3.026 -5.007 0.00
O -1.292 5.611 -0.084 0.00
S -0.318 4.598 0.106 0.00
O 1.030 4.969 0.403 0.00
O -0.827 3.540 1.194 0.09
O -0.344 3.529 -1.020 0.02
O -0.536 -0.377 -0.276 0.00
C -1.062 -1.441 -0.592 -0.01
C -1.613 -1.794 -1.937 0.00
C -0.567 -2.762 -2.587 0.00
C 0.827 -2.876 -1.927 0.00
C 0.943 -3.660 -0.609 0.00
C 0.370 -2.933 0.605 0.00
N -0.997 -2.516 0.266 0.00
H -1.781 -0.914 -2.546 0.00
H -2.569 -2.303 -1.812 0.00
H -0.414 -2.427 -3.613 0.00
H -1.002 -3.762 -2.659 0.00
H 1.253 -1.881 -1.791 0.00
H 1.471 -3.364 -2.662 0.00
H 1.992 -3.904 -0.427 0.00
H 0.422 -4.618 -0.719 0.00
H 0.933 -2.034 0.859 0.00
H 0.344 -3.569 1.489 0.00
H -1.519 -3.306 -0.100 0.00
```

Strongest force on any atom   1.7 eV Å⁻¹
2S+1   2
Highest occupied orbital energy (spin up / spin down)   -0.34254 / -0.33262 Eh
Calculated total energy   -96893.0535 eV

(5)
Formula: C29H28HfN5O2S
Source: OMol25
Level of theory: the ωB97M-V functional and the def2-TZVPD basis

```
66
Properties=species:S:1:pos:R:3:mulliken_spin:R:1
Hf 0.032 0.779 -1.304 0.02
C 3.050 2.347 0.483 0.00
C 3.049 0.831 0.157 0.00
C 2.373 0.048 1.255 0.00
C 3.208 -0.881 1.855 -0.01
C 2.805 -1.612 2.939 0.01
C 1.460 -1.477 3.306 0.00
C 0.564 -0.601 2.697 -0.01
C -0.879 -0.623 3.186 0.04
C -0.927 0.060 4.605 -0.01
C 1.062 0.166 1.624 0.01
N 0.183 0.957 0.841 0.05
C -0.643 1.918 1.416 0.51
C -1.285 2.816 0.555 -0.15
C -2.050 3.998 0.738 0.29
C -2.142 4.589 -0.565 -0.12
C -1.483 3.774 -1.441 0.21
N -0.899 2.746 -0.814 0.06
H 3.092 2.882 -0.473 0.00
H 3.920 2.602 1.091 0.00
H 2.180 2.611 1.054 0.01
H 4.061 0.413 -0.103 0.00
H 2.666 1.380 -1.742 0.00
H 4.312 -0.988 1.605 0.00
H 3.418 -2.288 3.454 0.00
H 0.959 -2.123 3.984 0.00
H -1.023 -1.720 3.378 0.00
H -1.561 -0.191 2.452 -0.02
H -0.190 -0.314 5.300 0.00
H -1.882 -0.123 5.158 0.00
H -0.788 1.162 4.517 0.00
H -0.571 2.038 2.470 0.03
H -2.503 4.305 1.745 0.00
H -2.527 5.580 -0.688 -0.01
H -1.298 4.057 -2.478 0.03
O 0.110 -1.282 -1.058 0.01
C -0.434 -2.032 -0.175 -0.01
C 0.325 -3.044 0.458 0.00
C -0.268 -3.954 1.399 0.00
C -1.664 -3.963 1.470 0.00
C -2.397 -2.945 0.936 0.00
C -1.841 -2.027 0.064 0.00
C -2.595 -0.934 -0.546 0.01
N -2.150 0.056 -1.325 0.00
C -3.168 0.830 -1.792 0.03
C -4.285 0.388 -1.163 0.00
N -3.934 -0.723 -0.466 0.00
H 1.408 -3.126 0.165 0.00
H 0.348 -4.669 1.904 0.00
H -2.220 -4.649 2.108 0.00
H -3.428 -2.953 1.264 0.00
H -3.090 1.719 -2.284 -0.02
H -5.326 0.739 -1.216 0.00
H -4.499 -1.200 0.155 0.00
O 2.282 0.719 -1.113 0.02
N 0.958 -0.326 -3.310 0.00
C 1.520 -1.525 -3.506 0.00
C 2.095 -1.803 -4.715 0.00
C 1.963 -0.836 -5.689 0.00
C 1.477 0.459 -5.466 0.00
C 0.912 0.696 -4.246 0.00
S 0.157 2.138 -3.531 -0.01
H 1.358 -2.229 -2.687 0.00
H 2.606 -2.755 -4.921 0.00
H 2.343 -1.057 -6.717 0.00
H 1.693 1.165 -6.255 0.00
```

Strongest force on any atom   3.5 eV Å⁻¹
2S+1   2
Relative energy (zero: lowest compared OMol25 entry of this formula, charge and spin)   0.00 kcal per mole
Highest occupied orbital energy (spin up / spin down)   -0.17932 / -0.26301 Eh
Calculated total energy   -54218.1431 eV

(6)
Formula: C29H28MnN3O3Si
Source: OMol25
Level of theory: the ωB97M-V functional and the def2-TZVPD basis

```
65
Properties=species:S:1:pos:R:3:mulliken_spin:R:1
Mn 0.182 -0.643 -0.562 3.82
O 0.909 -2.368 -0.706 0.02
C 0.072 -3.414 -0.633 0.02
C 0.562 -4.714 -0.743 0.01
C -0.299 -5.786 -0.589 0.00
C -1.655 -5.600 -0.317 0.01
C -2.146 -4.313 -0.214 0.00
C -1.293 -3.227 -0.402 0.00
C -1.878 -1.873 -0.380 -0.03
N -1.705 -1.017 -1.330 0.03
N -2.537 0.110 -1.277 0.01
C -1.919 1.124 -0.768 0.01
O -0.695 1.053 -0.306 0.01
C -2.636 2.416 -0.628 -0.01
C -1.969 3.520 -0.115 0.00
C -2.641 4.728 0.023 0.00
C -3.974 4.830 -0.351 0.00
C -4.640 3.722 -0.865 0.00
C -3.974 2.516 -1.004 0.00
H 1.618 -4.857 -0.930 0.00
H 0.093 -6.793 -0.667 0.00
H -2.315 -6.448 -0.193 0.00
H -3.197 -4.142 -0.009 0.00
H -2.647 -1.655 0.366 -0.01
H -0.929 3.425 0.169 0.00
H -2.124 5.592 0.421 0.00
H -4.497 5.771 -0.246 0.00
H -5.679 3.800 -1.157 0.00
H -4.477 1.646 -1.403 0.00
C 0.732 1.709 -3.285 0.01
Si 1.937 0.423 -2.699 -0.01
C 1.502 -1.173 -3.525 0.02
C 3.640 0.914 -3.269 0.00
N 1.826 0.225 -0.971 -0.02
C 2.457 0.823 0.118 -0.01
C 3.531 1.707 0.016 0.02
C 4.116 2.272 1.145 -0.01
C 3.644 1.979 2.411 0.02
C 2.576 1.095 2.551 -0.02
C 2.024 0.540 1.422 0.02
O 0.961 -0.378 1.487 0.05
C 0.304 -0.616 2.691 0.01
C -0.781 0.175 3.014 -0.01
C -1.474 -0.105 4.186 0.00
C -1.074 -1.155 5.002 0.00
C 0.020 -1.937 4.647 0.00
C 0.721 -1.670 3.478 0.00
H 0.918 1.922 -4.343 0.00
H 0.843 2.640 -2.721 0.00
H -0.309 1.383 -3.197 0.00
H 1.636 -1.002 -4.598 0.00
H 0.473 -1.504 -3.370 0.00
H 2.164 -1.978 -3.202 0.00
H 3.706 0.771 -4.352 0.00
H 4.415 0.301 -2.801 0.00
H 3.859 1.964 -3.065 0.00
H 3.910 1.952 -0.965 0.00
H 4.948 2.954 1.022 0.00
H 4.093 2.424 3.289 0.00
H 2.186 0.848 3.529 0.00
H -1.064 0.987 2.355 0.00
H -2.329 0.501 4.459 0.00
H -1.615 -1.368 5.914 0.00
H 0.327 -2.760 5.279 0.00
H 1.569 -2.266 3.168 0.00
```

Strongest force on any atom   1.4 eV Å⁻¹
2S+1   5
Highest occupied orbital energy (spin up / spin down)   -0.27492 / -0.28083 Eh
Calculated total energy   -80339.8503 eV